Entry 1:
Density functional theory data (ωB97M-V with the def2-TZVPD basis set) for C26H38BF20NO18S2Zr as an isolated structure in a non-equilibrium geometry.

Each line ends with the Mulliken charge.
Element x y z (Å)
Zr1 -11.06161 -5.50728 2.61110  1.300
N1 -12.56581 -3.84254 4.78253  -0.036
S1 -12.58316 -2.41648 5.49504  0.815
O1 -12.15656 -2.33458 6.86857  -0.473
O2 -13.51722 -1.45064 4.93602  -0.520
F1 -11.19078 -2.02188 4.65645  -0.321
S2 -13.76856 -4.33322 5.94771  0.923
O3 -14.98309 -3.57258 6.06687  -0.466
O4 -13.20017 -4.87538 7.19066  -0.525
F2 -14.25606 -5.64495 5.00941  -0.338
B1 -10.71754 -3.11812 0.62718  0.509
H1 -10.23946 -2.26312 0.17479  -0.112
H2 -10.76540 -3.96806 -0.03580  -0.186
H3 -9.94107 -3.46913 1.28910  -0.397
H4 -11.67282 -2.95972 1.10319  -0.236
O5 -9.48305 -11.13809 4.27527  -0.333
C1 -10.38590 -10.93168 5.33355  -0.211
C2 -10.76948 -9.46595 5.66198  -0.221
O6 -10.69803 -8.43255 4.67916  -0.387
H5 -9.95848 -11.40322 6.21845  0.302
H6 -11.26098 -11.55136 5.13778  0.302
H7 -9.99729 -9.07678 6.32558  0.230
H8 -11.68044 -9.29420 6.23536  0.366
C3 -15.54163 1.68915 9.21472  -1.099
C4 -15.83885 3.09318 9.88749  -0.240
O7 -14.72342 3.44917 10.63370  -0.175
C5 -14.49154 4.65308 11.13911  0.377
O8 -15.25498 5.61903 10.99411  -0.552
C6 -13.15676 4.76005 11.95859  0.818
F3 -13.40732 5.00176 13.27894  -0.254
F4 -12.43027 3.65265 11.91142  -0.205
F5 -12.52979 5.90435 11.54859  -0.238
H9 -15.16834 0.94181 9.91489  0.273
H10 -14.82673 1.72768 8.39281  0.331
H11 -16.45337 1.32889 8.73825  0.372
H12 -16.69341 3.02540 10.56071  0.285
H13 -16.06608 3.82809 9.11523  0.309
C7 -11.58174 -1.96736 12.09976  -1.173
C8 -11.80019 -3.48100 12.06460  -0.187
O9 -10.51655 -4.10775 12.33622  -0.266
C9 -10.42848 -5.05629 13.27048  0.419
O10 -11.35664 -5.45482 13.99735  -0.573
C10 -9.01345 -5.67957 13.37071  0.899
F6 -8.55954 -5.57654 12.12911  -0.245
F7 -8.35288 -5.02715 14.25499  -0.224
F8 -9.03697 -6.97281 13.68497  -0.244
H14 -11.10704 -1.64252 13.02563  0.340
H15 -12.51077 -1.40186 12.02761  0.367
H16 -10.95260 -1.67305 11.25972  0.290
H17 -12.21830 -3.84635 11.12663  0.317
H18 -12.52249 -3.65998 12.86105  0.284
C11 -17.79762 -4.59462 11.10887  -0.933
C12 -18.10842 -3.09393 11.33504  -0.259
O11 -19.05358 -3.03038 12.43546  -0.210
C13 -19.75237 -1.85881 12.73033  0.401
O12 -19.60906 -0.81475 12.03506  -0.546
C14 -20.67338 -1.88919 13.94541  0.826
F9 -20.58772 -0.74881 14.52968  -0.224
F10 -21.93680 -2.24196 13.70036  -0.245
F11 -20.22901 -2.74713 14.84556  -0.253
H19 -17.73155 -4.69357 10.02538  0.285
H20 -18.55998 -5.22669 11.56428  0.305
H21 -16.85065 -4.80040 11.60787  0.268
H22 -18.49239 -2.62124 10.43103  0.308
H23 -17.22875 -2.50960 11.60493  0.280
C15 -14.74249 -0.89492 -1.47252  -1.029
C16 -16.21873 -0.72672 -1.58288  -0.291
O13 -16.72777 -1.26351 -0.37962  -0.273
C17 -17.12928 -0.41859 0.58608  0.369
O14 -17.11238 0.82990 0.50934  -0.549
C18 -17.76449 -1.19741 1.78846  0.856
F12 -17.07947 -2.36027 2.06165  -0.224
F13 -17.88670 -0.43519 2.93555  -0.228
F14 -19.02488 -1.60410 1.46854  -0.245
H24 -14.28418 -0.18887 -2.16502  0.354
H25 -14.31619 -1.89230 -1.58024  0.314
H26 -14.42854 -0.43667 -0.53468  0.302
H27 -16.63123 -1.39037 -2.34282  0.265
H28 -16.63516 0.23478 -1.88320  0.377
C19 -18.12049 -12.01473 1.54348  -1.204
C20 -18.59033 -11.56207 2.89075  -0.168
O15 -18.63608 -10.08865 2.88619  -0.225
C21 -19.01326 -9.56870 3.98040  0.339
O16 -19.33258 -10.21928 4.99341  -0.575
C22 -19.01340 -7.96164 3.92507  0.911
F15 -18.20635 -7.46057 2.90837  -0.235
F16 -20.30984 -7.63992 3.77037  -0.252
F17 -18.71919 -7.58089 5.08824  -0.214
H29 -17.20086 -11.45194 1.38330  0.319
H30 -18.86308 -11.68515 0.81682  0.315
H31 -17.97916 -13.09352 1.47757  0.370
H32 -17.83487 -11.80676 3.63741  0.311
H33 -19.57847 -12.00374 3.01959  0.309
C23 -6.19931 -1.74180 3.42796  -1.222
C24 -5.64637 -3.04917 3.72318  -0.058
O17 -5.91157 -3.39694 5.06231  -0.284
C25 -7.02005 -4.12262 5.44944  0.437
O18 -7.93533 -4.37093 4.67403  -0.517
C26 -7.11443 -4.65153 6.92680  0.827
F18 -8.17656 -4.24798 7.55936  -0.230
F19 -7.04417 -5.88848 6.82883  -0.228
F20 -6.02464 -4.19911 7.61048  -0.272
H34 -5.75720 -1.31015 2.53001  0.374
H35 -5.86777 -1.12320 4.26194  0.338
H36 -7.28287 -1.62613 3.40281  0.313
H37 -4.57218 -2.93450 3.57803  0.278
H38 -6.10346 -3.80461 3.08406  0.254

Force components x, y, z for each atom (eV/Å):
-0.091 3.196 -0.233
-2.954 -1.468 2.705
4.185 6.457 -3.337
-0.939 -0.422 -1.012
1.032 -1.759 1.310
-0.768 0.023 0.827
-0.962 -5.134 0.931
1.387 -0.302 -0.526
-0.940 0.576 -2.962
0.767 1.051 1.040
-1.328 -1.008 0.200
1.474 3.083 -1.532
-0.526 -3.466 -3.226
3.693 -1.921 4.204
-3.779 0.756 2.103
-3.069 1.102 2.622
4.888 -1.048 -2.186
-1.672 4.569 -3.011
0.050 -3.297 1.911
-0.032 -0.015 0.469
-1.061 0.456 -0.492
1.183 -0.571 0.414
-0.356 -0.723 -0.043
-0.351 1.036 0.162
-0.936 -1.614 -1.426
2.708 0.297 1.431
-2.929 1.998 -0.923
2.340 -2.352 0.638
-0.861 1.425 0.929
-0.268 -0.474 -0.845
0.328 0.687 -0.501
0.121 -1.711 -0.165
-0.213 0.178 0.197
0.203 0.450 0.169
-0.167 -0.041 0.280
-0.077 -0.041 -0.048
0.102 0.139 0.095
0.379 -0.080 -0.682
-0.513 1.168 1.149
0.040 -0.605 0.260
-3.688 -1.039 1.900
2.552 1.122 -1.926
-3.079 -0.338 -1.670
1.753 -0.057 -0.394
1.940 0.953 1.131
-0.029 0.030 0.207
0.078 -0.254 0.025
-0.164 -0.285 -0.124
0.067 0.170 0.070
0.411 -0.051 -0.025
0.248 -0.732 0.031
0.216 1.440 0.302
-0.249 -0.090 0.076
-1.948 1.776 1.420
2.762 1.830 -5.184
-0.798 -3.764 2.863
0.504 -1.763 0.221
-0.685 2.558 0.442
-0.041 0.505 -0.614
0.602 -1.487 0.527
0.142 -0.622 0.180
-0.075 0.095 -0.335
0.006 -0.330 -0.287
-0.461 -0.027 0.203
0.044 -0.113 0.168
1.094 1.969 -0.265
-0.277 -1.225 -1.251
-1.765 0.403 2.355
0.057 3.390 -1.020
-0.056 -4.251 0.552
-0.557 -0.854 1.308
-0.496 1.792 -0.103
0.657 -1.242 -2.072
0.911 0.603 -0.040
0.278 -0.394 -0.527
-0.407 0.084 0.010
0.045 -0.399 0.325
0.085 -0.231 -0.074
0.457 0.343 0.826
0.170 1.162 -0.284
0.275 -0.237 -0.227
0.355 -1.559 -2.379
-0.815 -0.349 3.733
0.669 2.352 -2.349
-1.125 -3.223 -2.175
-1.455 -0.397 1.886
0.077 0.636 -1.222
1.958 1.925 2.463
0.224 -0.422 -0.566
0.152 -0.188 -0.269
0.054 0.156 0.141
-0.591 -0.295 0.329
0.056 0.438 0.919
-0.619 2.515 0.261
-0.611 -1.252 -1.218
-1.003 -1.845 3.290
-0.582 1.656 -3.054
1.219 -0.053 1.218
2.649 5.016 -1.028
-1.027 0.128 0.218
-0.207 -4.957 0.245
-0.394 -0.180 0.043
-0.131 -0.109 -0.101
0.010 0.471 -0.061
-0.012 -0.435 -0.175
0.049 -0.811 0.386
0.434 -0.254 -0.149

Calculated values
Charge: 0
Orbital gap in hartree: 0.1663
LUMO energy in eV: -5.682
Relative energy (zero: lowest compared OMol25 entry of this formula, charge and spin) in eV: 15.211
HOMO in eV: -10.2084

=====

Entry 2:
Density functional theory data (ωB97M-V with the def2-TZVPD basis set) for a 2-piece molecular cluster, C4H10Cl overall in a non-equilibrium geometry.

Each line ends with the Mulliken spin population.
Element x y z (Å)
Cl1 -0.60085 1.90336 4.60955  0.001
H1 -0.10628 1.37041 3.57643  0.000
C1 0.06977 -0.45478 -1.07560  0.699
C2 -0.79959 0.69806 -1.22705  0.021
C3 -0.45115 -1.52836 -0.28428  0.028
C4 1.45832 -0.05347 -0.68980  0.015
H2 -0.32149 1.61174 -0.81137  0.019
H3 -1.26270 1.03109 -2.19769  0.047
H4 -1.66404 0.57046 -0.53561  0.017
H5 0.20432 -1.70844 0.57775  0.018
H6 -1.37163 -1.19189 0.19898  0.014
H7 -0.68416 -2.54501 -0.69643  0.050
H8 1.70052 -0.55340 0.27197  0.015
H9 2.37001 -0.18259 -1.33404  0.038
H10 1.45893 1.03281 -0.38282  0.017

Force components x, y, z for each atom (eV/Å):
-0.205 0.218 0.422
0.206 -0.221 -0.431
1.816 1.026 -0.493
-2.301 2.356 0.076
-1.275 -2.557 1.705
1.726 0.913 1.000
-0.107 -0.365 -0.545
0.672 -0.712 0.529
0.146 0.060 -0.628
0.068 -0.328 -0.231
-0.320 -0.269 -0.162
0.317 0.873 -0.150
0.200 0.007 -0.603
-1.103 -0.116 0.123
0.161 -0.883 -0.612

Calculated values
Charge: 0
Orbital gap (spin up / spin down) in hartree: 0.3094 / 0.4339
LUMO energy (spin up / spin down) in eV: 0.700 / 0.094
2S+1: 2
Relative energy (zero: lowest compared OMol25 entry of this formula, charge and spin) in eV: 1.177
HOMO (spin up / spin down) in eV: -7.7185 / -11.7134

=====

Entry 3:
Density functional theory data (ωB97M-V with the def2-TZVPD basis set) for one molecule with the formula C8H14ClOP in a non-equilibrium geometry.

Each line ends with the Mulliken charge.
Element x y z (Å)
C1 -2.20425 -0.36350 1.17765  -0.617
C2 -1.38137 -1.62904 0.82181  -0.933
C3 -1.85582 0.61204 0.09497  -0.929
C4 0.05671 -1.34948 0.74774  -0.339
C5 -0.36779 0.89048 -0.09754  -0.904
C6 0.37645 -0.41918 -0.36953  0.150
C7 4.24339 0.94138 -0.83736  -1.048
C8 1.78497 -0.15952 -0.72550  -0.091
O1 2.30774 2.30593 0.41319  -0.623
P1 2.71784 0.96101 0.11156  0.553
Cl1 2.54813 -1.61312 -1.30767  -0.178
H1 -3.20046 -0.68326 1.15981  0.362
H2 -1.95800 -0.03016 2.20947  0.325
H3 -1.51514 -2.45609 1.64032  0.253
H4 -1.73419 -2.01976 -0.08482  0.455
H5 -2.11664 0.07001 -0.79374  0.347
H6 -2.41364 1.46970 0.23179  0.417
H7 0.39069 -0.78849 1.59334  0.347
H8 0.87949 -2.16484 0.79803  0.315
H9 -0.17888 1.74295 -0.84551  0.349
H10 0.11135 1.19835 0.84563  0.446
H11 -0.05511 -0.77096 -1.37293  0.316
H12 4.01535 1.09941 -1.91644  0.322
H13 4.70416 -0.00933 -0.81817  0.396
H14 5.00581 1.71320 -0.54344  0.309

Force components x, y, z for each atom (eV/Å):
2.625 -1.128 0.694
-0.758 -1.771 3.845
1.076 -1.059 -0.156
3.579 -0.939 0.064
0.615 1.206 0.556
-1.576 1.194 -3.612
1.383 1.380 -0.727
-0.291 -1.304 1.617
-1.003 2.522 1.506
1.447 -1.367 -2.656
0.349 -0.024 -0.237
-1.748 0.027 -0.058
-0.066 -0.036 -0.615
-0.097 1.354 -1.437
-0.592 -0.717 -1.365
-0.768 0.247 -0.948
-1.110 2.043 -0.204
-0.115 0.565 1.189
-1.980 0.415 -0.499
-0.263 -1.488 0.906
-0.534 0.615 -0.096
0.329 -0.155 1.167
-0.125 0.140 0.807
0.599 -1.036 0.254
-0.975 -0.683 0.005

Calculated values
Charge: 0
Orbital gap in hartree: 0.2902
LUMO energy in eV: -0.769
Relative energy (zero: lowest compared OMol25 entry of this formula, charge and spin) in eV: 0.431
HOMO in eV: -8.6651

=====

Entry 4:
Density functional theory data (ωB97M-V with the def2-TZVPD basis set) for one molecule with the formula C14H15NO5S.

Each line ends with the Mulliken charge.
Element x y z (Å)
C1 5.70108 1.06338 1.51446  -1.032
C2 5.61697 0.84611 0.00655  -0.428
O1 4.86778 -0.30378 -0.33674  -0.470
C3 3.51287 -0.27572 -0.28023  0.806
C4 2.73259 0.84168 0.00454  -0.193
C5 1.35302 0.74383 0.01186  -0.816
C6 0.73606 -0.46407 -0.27056  0.131
N1 -0.68319 -0.54924 -0.26564  0.262
C7 -1.38360 -1.58193 0.33839  0.245
O2 -0.89171 -2.50214 0.92911  -0.577
C8 -2.86206 -1.33790 0.09694  -0.581
C9 -2.93259 0.02452 -0.57088  0.283
S1 -3.59765 1.33352 0.53970  -0.068
C10 -5.33111 1.39764 -0.04054  -0.530
C11 -5.98017 0.05854 0.18048  0.581
O3 -6.43523 -0.33767 1.21521  -0.552
O4 -5.96165 -0.68274 -0.93830  -0.442
C12 -1.48827 0.38941 -0.87938  -0.287
O5 -1.11137 1.31806 -1.53872  -0.573
C13 1.50437 -1.58588 -0.55920  -0.380
C14 2.87770 -1.48961 -0.55825  -0.731
H1 4.71499 1.23198 1.94003  0.341
H2 6.32933 1.92432 1.72563  0.353
H3 6.13285 0.18573 1.98869  0.304
H4 6.61451 0.64615 -0.39468  0.313
H5 5.21564 1.73418 -0.49646  0.343
H6 3.17979 1.79814 0.22220  0.354
H7 0.75636 1.61448 0.23365  0.392
H8 -3.39668 -1.37800 1.04734  0.360
H9 -3.25053 -2.13403 -0.54127  0.249
H10 -3.53395 0.05643 -1.47888  0.532
H11 -5.80471 2.15522 0.58043  0.365
H12 -5.34232 1.68093 -1.09163  0.324
H13 -6.37857 -1.54507 -0.78149  0.336
H14 1.02757 -2.52860 -0.77376  0.375
H15 3.49188 -2.34785 -0.77860  0.412

Force components x, y, z for each atom (eV/Å):
-0.129 -0.164 -0.364
0.223 0.301 0.240
-0.113 -0.218 -0.051
-0.285 -0.148 -0.038
0.334 0.047 -0.005
-0.175 -0.266 -0.011
0.319 0.091 0.014
0.498 0.046 0.033
-0.500 -0.137 0.097
0.064 -0.112 0.067
-0.071 -0.218 0.051
-0.391 0.482 0.326
-0.090 0.000 -0.259
0.535 -0.138 0.022
-0.255 0.036 0.303
-0.065 0.011 0.145
0.096 -0.193 -0.666
-0.379 0.091 -0.315
0.032 0.082 0.000
-0.042 0.148 -0.003
0.178 0.157 0.034
-0.047 0.045 0.080
0.061 0.104 0.053
0.051 -0.053 0.062
-0.155 0.101 0.005
0.046 -0.105 -0.019
0.084 0.064 0.025
-0.037 0.073 -0.001
0.060 -0.038 -0.073
0.069 -0.007 0.014
0.181 -0.048 -0.020
-0.062 -0.080 -0.044
-0.089 0.043 0.070
0.018 0.183 0.260
-0.032 -0.074 -0.007
0.070 -0.106 -0.024

Calculated values
Charge: 0
Orbital gap in hartree: 0.3275
LUMO energy in eV: 0.440
SMILES string: CCOc1ccc(N2C(=O)C[C@@H](SCC(=O)O)C2=O)cc1
Relative energy (zero: lowest compared OMol25 entry of this formula, charge and spin) in eV: 0.035
HOMO in eV: -8.4713

=====

Entry 5:
Density functional theory data (ωB97M-V with the def2-TZVPD basis set) for a 2-piece molecular cluster, C5H9Cl2N2 overall in a non-equilibrium geometry.

Each line ends with the Mulliken charge.
Element x y z (Å)
C1 2.18796 0.95568 0.81955  -0.909
C2 0.54388 0.90307 0.92590  0.261
N1 -0.10731 -0.44943 0.62241  -0.066
C3 -1.57359 -0.14486 0.83732  -0.149
C4 -1.79445 1.44844 1.29000  -0.260
N2 -0.39389 2.03461 1.29039  -0.106
H1 2.62401 0.51094 -0.17444  0.307
H2 2.59985 0.25657 1.69272  0.309
H3 2.59124 2.04947 1.05892  0.325
H4 0.36780 -1.35123 0.33871  0.296
H5 -2.43088 -0.94923 0.68200  0.326
H6 -2.82201 1.97601 1.53611  0.354
H7 -0.18256 3.03668 1.52379  0.286
C5 -0.42082 -2.00591 -2.38945  -0.130
Cl1 -0.66931 -1.99471 -4.13966  -0.123
Cl2 1.15872 -2.68304 -1.97547  -0.166
H8 -0.47752 -0.98070 -2.01556  0.163
H9 -1.20112 -2.61235 -1.92323  0.282

Force components x, y, z for each atom (eV/Å):
-0.284 0.126 1.428
-0.069 -0.721 -0.541
-3.039 7.579 2.338
0.419 3.608 0.926
2.987 -4.956 -1.763
-1.180 -6.665 -1.418
-1.268 1.115 1.766
-1.011 1.519 -1.811
-1.011 -2.448 -0.792
-0.537 1.482 0.401
2.206 1.980 0.427
2.692 -1.088 -0.586
0.203 -1.617 -0.398
-0.466 0.155 -0.215
-0.050 0.053 0.285
0.070 0.076 0.372
0.102 -0.204 -0.230
0.235 0.007 -0.190

Calculated values
Charge: +1
Orbital gap in hartree: 0.3299
LUMO energy in eV: -4.355
Relative energy (zero: lowest compared OMol25 entry of this formula, charge and spin) in eV: 2.719
HOMO in eV: -13.3316

=====

Entry 6:
Density functional theory data (ωB97M-V with the def2-TZVPD basis set) for one molecule with the formula C4H9NO3 in a non-equilibrium geometry.

Each line ends with the Mulliken charge.
Element x y z (Å)
C1 -1.98830 0.63782 0.98536  -1.262
C2 -0.48942 0.46052 1.22703  0.150
O1 0.06656 1.55613 1.92693  -0.569
C3 0.23066 0.32897 -0.12171  0.525
O2 0.14835 1.19489 -0.96703  -0.624
N1 1.16193 -0.68483 -0.17348  -0.172
C4 1.71650 -1.05963 -1.43836  -0.394
O3 0.74843 -1.88955 -2.12841  -0.556
H1 -2.48676 0.84408 1.93052  0.349
H2 -2.15431 1.47555 0.31028  0.290
H3 -2.40720 -0.26544 0.54702  0.349
H4 -0.30074 -0.41056 1.86398  0.313
H5 -0.02047 2.33677 1.35746  0.372
H6 1.17688 -1.37208 0.55875  0.263
H7 1.88941 -0.14752 -2.01301  0.312
H8 2.62260 -1.65286 -1.28510  0.316
H9 0.08589 -1.35227 -2.58022  0.338

Force components x, y, z for each atom (eV/Å):
0.329 -0.042 0.241
-0.572 -0.007 -0.217
0.029 0.304 -0.159
1.393 -0.083 1.230
-0.449 -0.183 -0.397
-0.301 0.503 -0.133
-1.259 -0.313 -0.530
0.847 -0.093 -0.023
-0.022 -0.048 0.032
0.002 -0.001 -0.083
-0.115 -0.045 -0.078
-0.021 0.071 -0.162
0.041 -0.183 0.124
-0.192 -0.035 0.053
0.258 -0.173 0.111
-0.266 0.128 -0.196
0.295 0.200 0.187

Calculated values
Charge: 0
Orbital gap in hartree: 0.3958
LUMO energy in eV: 0.793
SMILES string: C[C@H](O)C(=O)NCO
Relative energy (zero: lowest compared OMol25 entry of this formula, charge and spin) in eV: 0.889
HOMO in eV: -9.9766